No. 1
C25H32FMnO2 | ωB97M-V/def2-TZVPD

DFT total energy (eV): -64570.854
⟨S²⟩: 8.771
HOMO-LUMO gap (alpha / beta) (eV): 4.40 / 5.54
Relative energy (zero: lowest compared OMol25 entry of this formula, charge and spin) (kcal/mol): 0.0
Net charge: -1
LUMO (alpha / beta) (eV): 2.4 / 2.4
Spin multiplicity: 6

Geometry (Å):
Mn: 0.61362 -0.12463 0.16197
F: -5.52764 0.28114 -2.34492
O: 2.11183 -3.23910 -3.45591
O: 4.30699 -4.05664 -2.25306
C: 0.51537 1.90813 -0.32208
C: 6.63018 -4.54438 -1.59293
C: 1.78890 1.60027 0.28503
C: -3.40898 -0.80237 -2.29607
C: 0.26215 0.20868 2.20290
C: -1.71618 0.03332 -0.77861
C: 0.43728 1.18647 -1.56694
C: 5.17509 -5.80187 -3.27851
C: -2.10259 -0.88753 -1.73149
C: 1.65537 0.45687 -1.73748
C: 0.88470 -4.01541 -3.47514
C: 2.47587 0.67768 -0.58339
C: 1.01914 -1.85220 1.43860
C: 1.44194 -0.61043 2.00890
C: -2.56113 1.02802 -0.33717
C: 1.61759 -3.77959 -1.14985
C: 6.10671 -3.51646 -3.85100
C: 2.13416 -2.71027 -2.09840
C: 3.82031 -5.30255 -2.83173
C: -3.87315 1.12563 -0.85828
C: 5.63816 -4.42632 -2.73525
C: -0.39848 -1.77417 1.18722
C: -0.86525 -0.53328 1.72105
C: -4.25058 0.20942 -1.83801
C: 0.58786 -4.50430 -2.03957
H: 0.68041 -5.59071 -1.89164
H: 7.58335 -4.96030 -1.95272
H: 2.19688 2.06369 1.18145
H: 5.25655 -5.91681 -4.35863
H: 1.38829 -1.87482 -2.11637
H: 3.11175 -2.29367 -1.83377
H: 1.11193 -3.37547 -0.27468
H: 0.21505 1.17513 2.70528
H: -3.73927 -1.50471 -3.05684
H: -1.03644 -2.56881 0.79405
H: 0.07365 -3.33628 -3.79647
H: 3.50900 0.34269 -0.47491
H: 3.17907 -5.13228 -3.69595
H: -1.42643 -1.66746 -2.08079
H: 6.24171 -5.21140 -0.81249
H: -4.55461 1.89292 -0.49995
H: 5.36681 -3.49107 -4.65997
H: 1.94593 -0.08305 -2.63994
H: -0.22427 2.61827 0.05448
H: 2.45142 -0.39732 2.35327
H: -0.32876 1.29439 -2.33382
H: 1.65654 -2.73009 1.33331
H: 6.28990 -2.50831 -3.46271
H: 7.04684 -3.89670 -4.27584
H: 0.99113 -4.86589 -4.16960
H: 6.81734 -3.54819 -1.17305
H: -0.43358 -4.19490 -1.75075
H: 5.51097 -6.66747 -2.71567
H: -2.24750 1.76426 0.40540
H: 3.31575 -5.90850 -2.07326
H: 2.42991 -4.43850 -0.81271
H: -1.90563 -0.25078 1.85584



No. 2
C8H8F3O3 | ωB97M-V/def2-TZVPD

DFT total energy (eV): -22717.895
HOMO-LUMO gap (alpha / beta) (eV): 7.93 / 4.97
Relative energy (zero: lowest compared OMol25 entry of this formula, charge and spin) (kcal/mol): 60.4
Net charge: -1
LUMO (alpha / beta) (eV): 3.1 / 1.4

Geometry (Å):
F: 1.60395 1.70944 0.06502
F: -2.92954 0.33969 -1.34747
F: -1.85552 -1.48004 -0.93105
O: -1.69545 0.23543 -4.01048
O: -1.95684 -1.92799 -3.30878
O: 1.21903 -1.75126 0.95176
C: 0.98562 0.58471 0.49747
C: -1.80176 -0.69759 -3.23672
C: -1.87921 -0.40621 -1.73515
C: -0.76431 2.05598 0.91579
C: 1.70978 -0.68507 0.63960
C: -0.97751 -0.17834 2.01078
C: -0.32236 0.80883 1.07923
C: 3.19402 -0.51560 0.18230
H: 3.75958 -1.50838 0.23249
H: 3.18741 -0.23319 -0.79473
H: -1.53370 -0.83258 1.19809
H: -0.35619 2.72304 0.22731
H: -0.14317 -0.81544 2.32660
H: -1.68728 0.14442 2.79408
H: 3.84961 0.10032 0.84397
H: -1.60615 2.32983 1.39989



No. 3
C9H13NSi | ωB97M-V/def2-TZVPD

DFT total energy (eV): -18906.951
HOMO-LUMO gap (alpha / beta) (eV): 7.22 / 7.23
Relative energy (zero: lowest compared OMol25 entry of this formula, charge and spin) (kcal/mol): 86.4
LUMO (alpha / beta) (eV): -0.2 / -0.2

Geometry (Å):
Si: 1.22585 -0.93980 0.27674
N: 1.70189 1.55716 -0.55672
C: -1.86578 -1.24855 -2.45488
C: 1.39349 2.63992 0.43199
C: -0.42943 -0.93850 -0.51508
C: -2.89245 -0.55887 -1.78036
C: -0.58079 -1.34956 -1.89326
C: -1.42169 -0.05123 0.06186
C: 1.22635 -1.30200 2.11921
C: -2.68973 0.06974 -0.55945
C: 2.22239 -0.77616 2.86783
H: -1.93552 -1.76142 -3.47464
H: 2.19718 -1.11292 3.89216
H: 2.96563 -0.05502 2.60968
H: -1.27367 0.53552 1.01322
H: 1.64700 2.35097 1.46335
H: -3.88724 -0.31031 -2.19486
H: 1.02418 1.59837 -1.30876
H: 0.44682 -1.99026 2.48717
H: -3.60890 0.66955 -0.11228
H: 1.84819 3.48849 -0.05783
H: 2.15908 -1.67991 -0.44183
H: 0.23720 2.96167 0.49560
H: 0.28995 -1.79687 -2.36886



No. 4
C24H26N2O2P2Ti | ωB97M-V/def2-TZVPD

DFT total energy (eV): -74080.375
HOMO-LUMO gap (alpha / beta) (eV): 6.14 / 6.25
LUMO (alpha / beta) (eV): 0.3 / 0.3

Geometry (Å):
Ti: 1.23556 -0.04450 -0.51189
P: 1.00161 -2.49497 -0.07894
P: -1.14230 -0.37207 -1.01787
O: 2.40191 0.26507 -2.01425
O: 0.65673 0.30455 1.38862
N: 1.29007 2.06072 -0.28924
N: 0.58837 2.53326 0.81401
C: 1.13908 -3.60478 -1.53207
C: -1.69880 -0.85086 -2.69538
C: -3.40637 -2.96349 1.26565
C: -1.14411 -3.76462 1.29019
C: 2.85483 1.32476 -2.66673
C: -3.01766 -1.91498 0.44531
C: -1.86787 3.29230 4.15679
C: 3.16498 3.71322 -2.93754
C: -2.46657 -3.88897 1.69033
C: 0.27558 1.54126 1.59012
C: -1.69378 -1.77572 0.03843
C: -2.34975 2.21194 4.88659
C: -2.35784 0.94072 -0.63458
C: 4.08452 2.21290 -4.55338
C: -1.09671 0.71318 3.48574
C: 1.94973 -3.45538 1.16073
C: 3.88127 3.51549 -4.09666
C: 1.87795 2.95003 -1.00807
C: -0.74117 -2.71884 0.46495
C: 3.57964 1.13832 -3.85031
C: 2.63306 2.64302 -2.20163
C: -1.96367 0.92335 4.54822
C: -0.61407 1.79246 2.75192
C: -1.00666 3.08585 3.09251
H: 1.68052 -4.51182 1.20002
H: 3.00402 -3.37771 0.89222
H: 2.16748 -3.59667 -1.89370
H: -4.43903 -3.05180 1.57792
H: -2.32061 1.18291 0.42828
H: -2.06405 1.83153 -1.19106
H: 3.73549 0.12296 -4.19076
H: -2.16693 4.29896 4.41959
H: -0.62871 3.91605 2.51198
H: -2.75539 -1.12207 -2.69030
H: -3.02452 2.37685 5.71695
H: -3.37761 0.67148 -0.91411
H: -0.78754 -0.28582 3.20834
H: 0.49207 -3.25456 -2.33486
H: -1.11343 -1.68567 -3.07762
H: 4.28009 4.35809 -4.64502
H: -3.75925 -1.19078 0.13324
H: -2.33772 0.07877 5.11294
H: -1.55268 0.00024 -3.36222
H: 0.85751 -4.62418 -1.26429
H: -2.76014 -4.70553 2.33758
H: 4.64493 2.03965 -5.46357
H: -0.42261 -4.49150 1.63945
H: 2.99680 4.71963 -2.57028
H: 1.81906 -3.00409 2.14448
H: 1.78466 3.99185 -0.70672



No. 5
C10H9NO2 | ωB97M-V/def2-TZVPD

DFT total energy (eV): -16097.058
Structure (SMILES): CN1C(=O)Cc2ccccc2C1=O
HOMO-LUMO gap (eV): 9.61
Relative energy (zero: lowest compared OMol25 entry of this formula, charge and spin) (kcal/mol): 95.7
LUMO (eV): 0.3

Geometry (Å):
O: 1.25748 -1.00585 -2.13988
O: 2.27346 -0.19356 2.30469
N: 1.29461 -1.44483 0.26857
C: -2.55801 0.93905 -1.55552
C: -0.09968 0.11387 1.64995
C: -1.30294 0.10316 -1.79412
C: -0.76852 0.54592 0.37474
C: -1.68553 1.53197 0.65119
C: 0.75598 -0.94577 -0.89185
C: 2.90265 -1.77614 0.15705
C: 1.33984 -0.49349 1.51090
C: -2.45906 1.80854 -0.49515
C: -0.44709 -0.05552 -0.81488
H: -3.11885 2.84233 -0.47155
H: -3.24864 1.16512 -2.20168
H: 3.05235 -2.12783 -0.88502
H: -0.87865 -0.44172 2.12450
H: 3.19849 -2.40106 1.01641
H: -1.38396 -0.52358 -2.91403
H: 0.20031 0.96070 2.27057
H: 3.40200 -0.79417 0.36036
H: -1.72623 2.19286 1.47476



No. 6
C17H23ClN2Os | ωB97M-V/def2-TZVPD

DFT total energy (eV): -35949.571
⟨S²⟩: 6.028
HOMO-LUMO gap (alpha / beta) (eV): 3.70 / 3.50
Relative energy (zero: lowest compared OMol25 entry of this formula, charge and spin) (kcal/mol): 18.6
Net charge: +2
LUMO (alpha / beta) (eV): -7.1 / -11.7
Spin multiplicity: 5

Geometry (Å):
Os: -0.08550 -0.39924 -1.05513
Cl: 0.31487 1.33914 -2.36281
N: 0.59086 1.24865 2.47572
N: 0.24551 2.53153 4.22090
C: -0.90204 1.71943 -6.58094
C: 0.25386 0.81110 -6.95222
C: 0.81046 -2.11286 -0.25995
C: 2.24519 -0.89983 -1.58880
C: 1.79723 1.40355 3.13315
C: 1.58730 2.18246 4.24751
C: -2.38161 -0.68431 -1.39387
C: 1.20632 -0.93636 0.46940
C: -0.01828 -0.67329 -6.86557
C: 1.40725 -2.03894 -1.54634
C: 1.61970 1.26565 -6.45852
C: -1.83468 -1.18916 -0.16753
C: 2.08287 -0.18376 -0.35551
C: -1.34836 -0.05559 0.59284
C: -0.31661 1.96341 3.11543
C: -1.66189 1.12732 -0.15092
C: -2.36811 0.73413 -1.33138
H: -2.77323 1.38167 -2.10460
H: 2.36806 1.64722 -7.18252
H: -1.87757 -2.21505 0.16568
H: -0.92932 -0.07644 1.58480
H: -1.39368 2.13406 0.15538
H: -0.25019 3.08291 4.90057
H: 1.27548 -2.75410 -2.37146
H: 0.78398 -1.15981 -6.28716
H: 0.21485 -2.93526 0.12116
H: -1.69981 1.11902 -6.12114
H: -0.97254 -0.83385 -6.33722
H: -1.40865 2.31141 -7.36917
H: -0.57124 2.46326 -5.84184
H: -2.80808 -1.28236 -2.19057
H: 0.95809 -0.68071 1.49925
H: 1.49863 2.07393 -5.72187
H: 2.53542 0.77313 -0.08678
H: -0.10004 -1.26986 -7.80019
H: -1.35842 2.12070 2.85705
H: 2.11847 0.43004 -5.94682
H: 2.70635 0.95923 2.76727
H: 2.27204 2.48681 5.01276
H: 2.85047 -0.60569 -2.42676



No. 7
C31H30O15V | ωB97M-V/def2-TZVPD

DFT total energy (eV): -89029.527
⟨S²⟩: 0.769
HOMO-LUMO gap (alpha / beta) (eV): 4.56 / 2.15
Relative energy (zero: lowest compared OMol25 entry of this formula, charge and spin) (kcal/mol): 0.0
LUMO (alpha / beta) (eV): -2.4 / -4.8
Spin multiplicity: 2

Geometry (Å):
V: 20.50455 12.03886 -18.53950
O: 21.56200 15.01168 -9.56021
O: 20.91240 4.24322 -20.87663
O: 21.39567 18.42528 -15.94565
O: 19.43953 10.42551 -15.20376
O: 21.65593 13.14628 -18.86515
O: 18.12097 8.23904 -18.22547
O: 22.44129 13.08873 -14.99269
O: 22.51082 4.30950 -15.29313
O: 20.15116 11.23420 -19.85757
O: 18.60294 11.79882 -13.03677
O: 21.12007 11.21773 -16.41260
O: 19.37539 10.26815 -17.29481
O: 23.14218 10.96111 -18.12953
O: 20.49087 8.95677 -13.17562
O: 25.32672 5.90022 -17.66978
C: 23.11183 15.14375 -15.79775
C: 22.87206 16.52028 -16.07870
C: 21.98557 5.48647 -14.79489
C: 20.82705 12.69979 -12.35379
C: 20.83530 14.92066 -15.04280
C: 20.48155 7.35606 -14.87769
C: 22.07581 14.36113 -15.25030
C: 24.72298 7.69593 -19.10989
C: 21.52207 13.54772 -11.46999
C: 23.67939 9.09392 -16.82080
C: 24.78392 7.14484 -17.79035
C: 20.23935 5.38284 -20.36202
C: 23.62336 9.66609 -18.07668
C: 19.43191 12.51710 -12.16148
C: 20.87201 14.22434 -10.39305
C: 24.16636 9.03087 -19.27711
C: 22.07896 7.23471 -13.11515
C: 18.80667 7.36861 -18.98750
C: 20.86737 6.11819 -15.36744
C: 21.65317 17.08824 -15.74225
C: 19.51768 13.94407 -10.21155
C: 20.60452 16.26208 -15.33963
C: 20.98767 7.88003 -13.73615
C: 20.20419 7.28781 -18.87957
C: 22.54075 6.04219 -13.62327
C: 18.90065 5.59335 -20.59834
C: 20.94548 6.31703 -19.57522
C: 20.05766 10.55216 -16.27089
C: 18.79110 13.18555 -11.08400
C: 18.16314 6.53098 -19.90707
C: 24.29918 7.84573 -16.68183
H: 18.66104 8.97689 -17.93307
H: 24.39292 7.41478 -15.69598
H: 22.02410 3.93554 -16.03127
H: 24.10966 9.56106 -20.21631
H: 25.37600 5.63622 -16.74811
H: 22.00104 6.16340 -19.40618
H: 18.35631 4.89799 -21.22008
H: 25.13036 7.06069 -19.88250
H: 17.74192 13.05375 -10.86440
H: 19.05992 11.30880 -13.72428
H: 19.60125 16.64947 -15.24082
H: 23.34879 9.68190 -15.97737
H: 22.70483 11.20994 -17.31198
H: 23.68873 17.06277 -16.53163
H: 22.53293 7.55935 -12.19054
H: 21.76612 12.49598 -15.33093
H: 23.20597 5.44969 -13.01268
H: 24.14516 14.89927 -15.99487
H: 17.08686 6.48811 -19.98579
H: 21.86594 4.31509 -20.79188
H: 21.33552 12.23778 -13.18709
H: 18.96532 14.32473 -9.36514
H: 20.18596 5.77520 -16.13193
H: 19.95095 9.37608 -13.84962
H: 22.51258 14.92282 -9.66074
H: 20.48549 18.69157 -15.79647
H: 20.04648 14.45849 -14.46788
H: 19.55515 7.74614 -15.27272
H: 20.70735 7.99095 -18.23241
H: 22.58477 13.68641 -11.60355



No. 8
C48H37AsCeN4O6S | ωB97M-V/def2-TZVPD

DFT total energy (eV): -153218.907
⟨S²⟩: 0.751
HOMO-LUMO gap (alpha / beta) (eV): 4.44 / 4.45
Relative energy (zero: lowest compared OMol25 entry of this formula, charge and spin) (kcal/mol): 0.0
Net charge: +1
LUMO (alpha / beta) (eV): -4.7 / -4.7
Spin multiplicity: 2

Geometry (Å):
Ce: 14.59891 10.33784 15.34655
As: 14.75005 10.80081 11.79500
S: 14.63632 13.03542 13.90768
O: 23.36352 12.57248 16.50730
O: 23.76623 11.00137 15.00555
O: 15.68768 6.65902 17.81246
O: 16.60780 11.40623 15.97248
O: 11.55206 12.33476 18.12687
O: 16.88549 9.95589 14.26588
N: 15.16563 7.96812 16.04286
N: 14.16302 9.92700 17.70446
N: 12.45474 11.52559 16.19547
N: 23.07456 11.64128 15.76984
C: 13.51000 6.63283 14.17024
C: 10.47707 12.10764 14.66758
C: 14.71818 8.82189 18.26203
C: 8.49836 11.37408 12.80776
C: 8.39635 12.61001 13.44897
C: 15.22301 7.83910 17.34448
C: 10.70295 12.93447 17.04308
C: 13.39612 5.91034 11.89010
C: 12.77178 14.40374 12.43291
C: 14.85320 6.32474 14.21451
C: 16.39775 11.63908 11.14848
C: 11.82951 14.49322 11.37731
C: 19.37939 11.92900 16.16792
C: 18.89973 10.94686 15.28657
C: 11.68632 13.44844 10.47550
C: 17.54930 10.85082 11.16070
C: 12.92865 8.01659 9.20607
C: 12.77708 6.46327 13.00680
C: 15.10906 9.77774 9.02079
C: 21.18604 10.30369 14.77768
C: 13.70702 8.04702 8.04245
C: 17.40987 10.75002 15.14460
C: 12.52190 12.34306 10.54146
C: 14.71256 5.43580 11.98392
C: 14.34379 9.72678 10.19304
C: 9.35821 12.95059 14.38121
C: 13.20485 10.64391 19.73582
C: 13.94347 9.62482 20.37072
C: 9.57626 10.53422 13.04696
C: 10.57527 10.92217 13.95185
C: 13.28147 8.82376 10.27745
C: 17.78087 13.56059 10.63286
C: 15.68342 6.74472 15.38512
C: 18.94670 12.79451 10.75871
C: 14.81078 8.91649 7.94394
C: 12.46187 11.52519 17.51605
C: 11.41317 12.51687 15.74613
C: 13.29179 10.70352 18.33787
C: 19.82447 10.13571 14.59210
C: 21.60786 11.29935 15.68367
C: 16.51586 12.98671 10.81803
C: 14.65475 8.69227 19.64141
C: 18.80363 11.43213 11.00967
C: 15.41827 5.57601 13.17204
C: 13.58169 13.23096 12.56672
C: 20.71793 12.10481 16.41486
C: 13.51579 12.25865 11.52809
C: 15.79614 5.76687 16.58511
H: 9.71356 9.60868 12.48005
H: 7.71501 11.08792 12.11723
H: 11.73143 6.75121 13.03035
H: 13.46955 7.32631 7.24827
H: 11.00265 13.50640 9.62954
H: 16.40094 5.12876 13.29676
H: 19.92787 13.29453 10.69056
H: 11.42268 10.25359 14.16128
H: 12.04384 7.43672 9.23414
H: 9.27147 13.86970 14.92887
H: 17.81480 14.62766 10.46892
H: 14.94491 5.07917 16.69730
H: 19.51752 9.33544 13.90739
H: 15.16420 7.86478 20.14117
H: 19.69889 10.82350 11.10522
H: 12.04166 13.35837 15.39035
H: 9.70505 12.50668 17.20382
H: 15.19302 4.97928 11.11598
H: 12.69704 8.85488 11.18719
H: 21.14021 12.83930 17.10469
H: 13.95076 9.56980 21.46709
H: 17.46705 9.78840 11.35201
H: 16.69657 6.99002 14.97448
H: 10.66900 14.03191 17.23232
H: 15.96478 10.46522 8.97185
H: 21.98048 9.74134 14.23833
H: 12.79946 15.19135 13.18615
H: 15.61784 13.60033 10.77529
H: 16.75929 5.22206 16.61623
H: 15.47406 8.88181 7.07956
H: 7.49138 13.25603 13.27270
H: 12.84434 5.83780 10.96746
H: 11.19766 15.38123 11.26317
H: 18.67177 12.57413 16.72467
H: 12.63350 11.38150 20.29988
H: 12.44762 11.53525 9.80635
H: 13.07465 7.15214 15.02432



No. 9
C4H10O2 | ωB97M-V/def2-TZVPD

DFT total energy (eV): -8404.309
Structure (SMILES): O=CO.CCC
HOMO-LUMO gap (eV): 11.83
Relative energy (zero: lowest compared OMol25 entry of this formula, charge and spin) (kcal/mol): 28.6
LUMO (eV): 0.8

Geometry (Å):
O: 2.15510 -1.47318 2.79687
O: 0.97260 0.04230 1.70080
C: 1.99790 -0.57051 1.77812
C: -1.82085 -0.32320 -0.40924
C: -0.97259 0.94738 -0.69432
C: 0.29214 0.74828 -1.60548
H: -2.65319 0.04486 0.19306
H: 1.34199 -1.98517 2.86260
H: -1.36827 -1.10166 0.20383
H: 0.34131 1.20802 -2.58214
H: -1.66730 1.50654 -1.32567
H: -2.36908 -0.73037 -1.27359
H: -0.85031 1.61241 0.14820
H: 2.90905 -0.43808 1.17615
H: 1.25810 0.82226 -1.08924
H: 0.43340 -0.30986 -1.87993